No. 1
The following is a quantum chemistry calculation of C26H42O19S as an isolated structure in a non-equilibrium geometry, from the OMol25 dataset.

Values from the calculation:
E_HOMO = -8.6 eV
Total charge = 0
M = 690.670 g mol⁻¹
Frontier orbital gap = 8.291 eV
Spin multiplicity = 1
Energy above the lowest of the compared OMol25 structures with the same formula, charge and spin = 461.0 kcal/mol
E = -2842.9876 a.u.

Geometry as XYZ:
```
88
C26H42O19S, DFT wB97M-V/def2-TZVPD
C -1.72 -2.92 3.93
C -1.26 -1.62 3.43
C -1.97 -1.14 2.16
O -2.32 0.20 2.42
C -2.12 0.44 3.76
O -2.36 1.51 4.32
O -1.61 -0.67 4.38
H -1.17 -3.60 3.28
H -2.76 -3.21 3.89
H -1.34 -3.13 4.94
H -0.23 -1.72 3.10
H -2.93 -1.64 2.04
H -1.35 -1.30 1.28
C 0.23 -3.19 0.83
C -1.17 -3.70 0.38
C -1.62 -5.02 1.09
O -3.04 -4.91 1.21
C -3.29 -3.49 1.32
O -4.25 -2.88 1.69
O -2.25 -2.87 0.75
H 1.07 -3.60 0.27
H 0.40 -3.56 1.84
H 0.09 -2.11 0.88
H -1.25 -3.83 -0.70
H -1.27 -5.06 2.12
H -1.56 -5.87 0.40
C 1.00 4.88 -4.99
C 0.92 3.42 -4.53
C 1.77 3.08 -3.30
O 0.88 2.25 -2.55
C -0.36 2.21 -3.17
O -1.25 1.45 -2.92
O -0.40 3.12 -4.09
H 1.40 5.57 -4.25
H -0.03 5.14 -5.24
H 1.65 4.88 -5.87
H 1.11 2.64 -5.26
H 1.92 4.06 -2.84
H 2.72 2.63 -3.60
C -6.69 -1.68 -1.71
C -5.55 -1.13 -0.97
C -4.74 -2.17 -0.20
O -3.39 -1.96 -0.59
C -3.41 -0.98 -1.52
O -2.34 -0.63 -2.00
O -4.63 -0.61 -1.92
H -7.35 -0.97 -2.20
H -7.31 -2.22 -1.00
H -6.31 -2.45 -2.39
H -5.57 -0.26 -0.32
H -5.29 -3.11 -0.26
H -4.79 -1.93 0.87
C 5.08 1.14 -1.04
C 5.16 2.21 -2.10
C 3.89 2.27 -2.74
O 3.49 3.59 -2.61
C 4.40 4.25 -1.95
O 4.47 5.50 -1.77
O 5.21 3.46 -1.53
H 6.10 1.11 -0.66
H 4.96 0.10 -1.34
H 4.39 1.46 -0.27
H 5.96 2.14 -2.84
H 3.12 1.67 -2.26
H 3.86 1.84 -3.73
C 1.75 -0.34 3.06
C 2.55 0.89 2.87
C 1.94 2.14 3.57
O 3.02 2.70 4.21
C 4.00 1.78 4.27
O 5.10 1.99 4.92
O 3.78 0.73 3.62
H 0.74 -0.17 2.70
H 1.59 -0.76 4.05
H 2.18 -1.08 2.38
H 2.75 1.00 1.81
H 1.07 1.90 4.19
H 1.51 2.77 2.78
C 1.61 0.88 -0.59
S 0.83 -0.72 -0.08
O 0.12 -0.54 1.27
C -0.50 -0.97 -1.38
H 2.34 0.64 -1.37
H 2.13 1.40 0.22
H 0.96 1.63 -1.04
H -1.34 -0.28 -1.29
H -1.01 -1.90 -1.12
H -0.14 -0.76 -2.38
```


No. 2
The following is a quantum chemistry calculation of C26H43BrN6P2Re as an isolated structure in a non-equilibrium geometry, from the OMol25 dataset.

Values from the calculation:
E_HOMO (spin up / spin down) = -19.8 / -19.5 eV
Total charge = +4
M = 767.731 g mol⁻¹
Frontier orbital gap (spin up / spin down) = 6.221 / 5.839 eV
Spin multiplicity = 4
Energy above the lowest of the compared OMol25 structures with the same formula, charge and spin = 27.3 kcal/mol
E = -4678.2820 a.u.

Geometry as XYZ:
```
79
C26H43BrN6P2Re, DFT wB97M-V/def2-TZVPD
N 3.28 -4.31 -6.07
C 3.81 -4.67 -4.90
C 3.69 -3.91 -3.73
C 2.89 -2.72 -3.73
C 2.42 -2.31 -5.02
C 2.62 -3.15 -6.14
C 2.55 -2.04 -2.49
Re 0.97 -0.61 -0.36
P -4.11 1.02 2.81
C 1.34 -1.26 -2.32
C 0.26 -1.97 -1.64
C -0.84 -1.11 -1.30
C -1.81 -1.59 -0.34
C -1.48 -2.63 0.52
C -0.10 -2.98 0.59
C 0.75 -2.75 -0.52
Br -2.78 -3.57 1.38
H 3.28 -2.10 -1.68
H 1.03 -0.64 -3.16
H 4.13 -4.26 -2.80
H 1.89 -1.37 -5.14
H 4.35 -5.63 -4.87
H 2.21 -2.86 -7.11
H -1.20 -0.43 -2.08
H 1.67 -3.30 -0.64
H -2.80 -1.15 -0.34
H 0.30 -3.60 1.39
P 0.84 1.65 -0.66
C -4.11 -0.77 3.05
C -5.54 -1.23 3.32
H -3.47 -1.01 3.92
H -3.67 -1.24 2.16
H -5.60 -2.30 3.54
H -5.93 -0.69 4.18
H -6.20 -1.02 2.47
C -4.28 1.38 1.04
C -5.38 2.41 0.69
H -4.49 0.43 0.53
H -3.29 1.76 0.73
H -5.51 2.46 -0.39
H -6.35 2.15 1.13
H -5.12 3.42 1.03
C -2.60 1.57 3.60
C -2.82 2.03 5.06
H -2.23 2.39 2.99
H -1.90 0.73 3.56
H -2.04 2.74 5.35
H -3.78 2.54 5.19
H -2.78 1.20 5.77
C 1.28 2.66 0.82
C 2.14 3.92 0.67
H 1.81 1.98 1.50
H 0.34 2.88 1.32
H 3.20 3.68 0.51
H 1.81 4.59 -0.14
H 2.09 4.50 1.60
C -0.84 2.28 -1.13
C -1.17 2.50 -2.61
H -1.00 3.21 -0.57
H -1.56 1.55 -0.73
H -0.60 3.32 -3.05
H -0.99 1.60 -3.22
H -2.24 2.75 -2.71
C 2.00 2.27 -1.91
C 3.37 1.61 -1.79
H 2.06 3.36 -1.80
H 1.56 2.07 -2.89
H 3.81 1.49 -2.78
H 4.05 2.17 -1.15
H 3.30 0.60 -1.36
N 5.40 -1.48 2.83
N 4.06 -1.32 2.45
N 3.29 -0.66 3.33
C 2.22 -0.39 2.59
N 2.38 -0.76 1.29
N 3.61 -1.31 1.19
H 5.80 -2.26 2.34
H 5.39 -1.56 3.84
H 1.32 0.06 3.00
```


No. 3
The following is a quantum chemistry calculation of C26H43FeN3P2 as an isolated structure in a non-equilibrium geometry, from the OMol25 dataset.

Values from the calculation:
E_HOMO (spin up / spin down) = -9.8 / -11.3 eV
Total charge = +1
M = 515.444 g mol⁻¹
Frontier orbital gap (spin up / spin down) = 7.730 / 7.161 eV
Spin multiplicity = 6
E = -3126.8035 a.u.

Geometry as XYZ:
```
75
C26H43FeN3P2, DFT wB97M-V/def2-TZVPD
Fe 0.07 -0.26 1.23
C -0.66 -2.07 2.23
C 0.72 -2.20 1.79
C 0.64 -0.62 3.50
C -0.70 -1.09 3.28
C 1.51 -1.31 2.60
C -1.81 -2.96 1.87
H -1.60 -3.55 0.97
H -2.74 -2.38 1.71
H -2.01 -3.68 2.69
C -1.89 -0.77 4.10
H -2.80 -0.71 3.49
H -1.79 0.18 4.65
H -2.07 -1.56 4.85
C 1.06 0.26 4.62
H 1.38 -0.34 5.49
H 0.26 0.93 4.96
H 1.92 0.89 4.35
C 3.01 -1.31 2.68
H 3.34 -1.97 3.50
H 3.42 -0.32 2.89
H 3.46 -1.69 1.76
C 1.28 -3.29 0.93
H 1.61 -4.13 1.56
H 2.14 -2.94 0.35
H 0.53 -3.69 0.24
C -1.84 0.77 -3.65
C -1.83 -0.57 -3.79
C -1.00 -1.33 -4.77
C 0.47 -0.85 -4.88
C 1.05 -0.34 -3.59
C 1.17 0.98 -3.35
C 0.42 2.07 -4.09
C -1.05 1.71 -4.52
H -1.43 -1.26 -5.78
H 0.52 -0.07 -5.65
H -1.02 -2.41 -4.52
H -1.01 1.35 -5.56
H -2.61 1.23 -3.02
H -2.62 -1.16 -3.31
H -1.61 2.66 -4.58
H 0.39 2.98 -3.47
H 1.94 1.37 -2.68
H 0.95 2.36 -5.01
H 1.08 -1.67 -5.27
H 1.56 -1.08 -2.96
P -1.39 0.09 -0.31
P 1.65 1.20 0.56
C -0.65 1.57 -1.09
C 0.59 2.28 -0.51
H -1.46 2.30 -1.24
H -0.40 1.20 -2.09
H 1.24 2.66 -1.31
H 0.29 3.15 0.09
C 2.41 2.32 1.76
H 2.84 1.75 2.59
H 1.66 3.02 2.18
H 3.20 2.91 1.28
C 2.97 0.45 -0.43
H 3.34 1.14 -1.20
H 2.61 -0.47 -0.92
H 3.80 0.18 0.23
C -3.15 0.31 -0.05
H -3.55 -0.56 0.48
H -3.65 0.42 -1.02
H -3.32 1.21 0.56
C -0.94 -1.49 -1.09
H 0.06 -1.85 -0.81
H -0.93 -1.38 -2.18
H -1.68 -2.26 -0.81
N -0.71 1.20 1.97
C -1.18 2.11 2.57
N -1.68 3.16 3.06
C -1.81 3.44 4.35
N -1.98 3.77 5.47
```